[1]
Density functional theory data (ωB97M-V/def2-TZVPD) for C4H7N in the gas phase in a non-equilibrium geometry.

Cartesian coordinates (Å):
C1 1.131 0.682 -0.258
C2 -0.240 0.003 -0.353
C3 -0.963 -0.103 0.978
C4 -0.178 -1.274 -1.036
H1 1.877 0.014 0.320
H2 1.058 1.683 0.179
H3 1.575 0.957 -1.261
H4 -0.873 0.625 -0.961
H5 -1.156 0.889 1.408
H6 -1.923 -0.670 0.913
H7 -0.290 -0.561 1.704
N1 -0.019 -2.245 -1.632

total charge: 0
multiplicity: 1
maximum force: 1.920 eV/A
SMILES string: CC(C)C#N
E_HOMO: -11.48 eV
calculated total energy: -211.35152 Eh

[2]
Density functional theory data (ωB97M-V/def2-TZVPD) for C4H7N in the gas phase.

Cartesian coordinates (Å):
C1 0.408 -0.103 1.351
C2 0.689 -0.410 -0.123
C3 -0.551 -0.240 -1.018
C4 -1.034 1.141 -0.947
N1 -1.401 2.228 -0.911
H1 1.323 -0.046 1.935
H2 -0.229 -0.893 1.760
H3 -0.099 0.858 1.439
H4 1.069 -1.421 -0.259
H5 1.464 0.296 -0.438
H6 -1.299 -0.974 -0.719
H7 -0.340 -0.437 -2.071

total charge: 0
multiplicity: 1
maximum force: 0.627 eV/A
SMILES string: CCCC#N
E_HOMO: -11.63 eV
calculated total energy: -211.35821 Eh

[3]
Density functional theory data (ωB97M-V/def2-TZVPD) for C4H7N in the gas phase in a non-equilibrium geometry.

Cartesian coordinates (Å):
C1 -1.827 1.104 -0.836
C2 -0.657 0.644 0.017
C3 0.331 -0.073 -0.606
N1 1.352 -0.917 0.054
C4 1.256 -0.955 1.337
H1 -2.562 0.292 -0.698
H2 -1.392 1.382 -1.925
H3 -2.293 1.927 -0.453
H4 -0.790 0.753 1.043
H5 0.395 -0.244 -1.696
H6 0.603 -0.438 2.085
H7 1.962 -1.574 1.790

total charge: 0
multiplicity: 1
maximum force: 4.245 eV/A
SMILES string: C=N/C=C/C
E_HOMO: -8.98 eV
calculated total energy: -211.27679 Eh

[4]
Density functional theory data (ωB97M-V/def2-TZVPD) for C4H7N in the gas phase in a non-equilibrium geometry.

Cartesian coordinates (Å):
C1 0.380 1.255 -0.106
C2 -0.206 -0.019 0.463
C3 0.549 -1.217 -0.134
C4 -1.642 -0.056 0.103
H1 0.370 1.284 -1.191
H2 1.441 1.267 0.212
H3 -0.163 2.117 0.180
H4 -0.047 -0.066 1.546
H5 1.672 -1.044 -0.178
H6 0.252 -2.164 0.414
H7 0.201 -1.278 -1.185
N1 -2.807 -0.078 -0.124

total charge: 0
multiplicity: 1
maximum force: 4.353 eV/A
SMILES string: CC(C)C#N
E_HOMO: -11.44 eV
calculated total energy: -211.34758 Eh

[5]
Density functional theory data (ωB97M-V/def2-TZVPD) for a molecular structure, C4H7N2 in a non-equilibrium geometry.

Cartesian coordinates (Å):
C1 1.837 0.419 -0.006
C2 0.705 -1.159 -0.098
C3 -0.199 0.117 -0.424
C4 -1.463 0.335 0.439
N1 2.029 -0.735 0.348
N2 0.867 1.163 -0.365
H1 0.833 -1.881 -0.855
H2 0.374 -1.645 0.858
H3 -0.661 0.172 -1.413
H4 -1.391 1.081 1.169
H5 -1.385 -0.636 0.982
H6 -2.370 0.648 -0.147
H7 0.823 2.120 -0.488

total charge: +1
multiplicity: 1
maximum force: 4.827 eV/A
E_HOMO: -15.32 eV
calculated total energy: -265.69243 Eh

[6]
Density functional theory data (ωB97M-V/def2-TZVPD) for a gas-phase ion, C4H7N2 (charge +1) in a non-equilibrium geometry.

Cartesian coordinates (Å):
C1 -1.621 -0.318 -1.031
C2 1.660 -0.577 0.413
C3 -0.471 0.575 0.925
C4 0.857 0.119 -0.618
N1 1.053 0.706 0.797
N2 -0.576 0.008 -0.446
H1 -1.711 -0.474 -2.060
H2 -2.562 -0.211 -0.426
H3 1.216 -1.358 0.906
H4 2.809 -0.706 0.467
H5 -1.012 0.091 1.703
H6 -1.036 1.631 0.839
H7 1.394 0.513 -1.468

total charge: +1
multiplicity: 1
maximum force: 3.140 eV/A
SMILES string: C=[N+]1CN2C[C@H]21
E_HOMO: -14.84 eV
calculated total energy: -265.72427 Eh

[7]
Density functional theory data (ωB97M-V/def2-TZVPD) for a molecular structure, C4H7N2 in a non-equilibrium geometry.

Cartesian coordinates (Å):
C1 -0.406 1.663 0.245
C2 -1.524 0.925 -0.149
C3 -0.933 -1.495 -0.151
C4 1.841 -0.038 -0.071
N1 0.451 0.479 0.046
N2 -0.682 -0.241 -0.204
H1 -0.059 2.671 0.402
H2 -2.656 0.817 -0.082
H3 -0.256 -2.211 0.284
H4 -1.955 -1.898 -0.069
H5 1.611 -0.967 -0.689
H6 2.368 0.712 -0.557
H7 2.201 -0.415 0.995

total charge: +1
multiplicity: 1
maximum force: 4.865 eV/A
E_HOMO (spin up / spin down): -13.67 / -13.67 eV
calculated total energy: -265.69615 Eh

[8]
Density functional theory data (ωB97M-V/def2-TZVPD) for a gas-phase ion, C4H7N2 (charge +1) in a non-equilibrium geometry.

Cartesian coordinates (Å):
C1 1.260 0.004 -0.711
C2 1.342 -0.137 0.734
C3 -0.976 1.111 -0.035
C4 -0.979 -1.045 0.065
N1 -1.897 -0.005 -0.094
N2 0.020 -0.012 0.059
H1 1.354 1.059 -1.053
H2 1.414 -0.660 -1.476
H3 1.575 -1.110 1.248
H4 1.633 0.792 1.295
H5 -0.890 1.816 -0.800
H6 -0.900 -1.670 0.870
H7 -2.955 -0.143 -0.102

total charge: +1
multiplicity: 1
maximum force: 5.516 eV/A
E_HOMO (spin up / spin down): -13.70 / -13.61 eV
calculated total energy: -265.66900 Eh

Energy above the lowest of the compared OMol25 structures with the same formula, charge and spin readings, ordered: 24.04; 6.47; 220.23; 34.37; 567.22; 483.64; 557.46; 628.75 kJ/mol